Record 1
Here is a cluster of 8 separate species, C18H55BO7 in total from the Open Molecules 2025 dataset. Energies are from wB97M-V/def2-TZVPD.

Each line ends with the Löwdin charge.
Cartesian coordinates (Å):
O: -0.15 -0.27 1.20  0.10
H: -0.72 -0.91 0.70  0.06
H: 0.69 -0.81 1.55  0.02
H: 0.18 0.41 0.57  0.09
B: 1.89 -2.02 2.17  -0.35
H: 1.44 -2.72 3.05  -0.02
H: 1.27 -2.26 1.15  -0.01
H: 1.76 -0.86 2.52  -0.01
H: 3.05 -2.30 2.00  0.00
C: -2.51 0.36 -4.40  -0.05
C: -1.78 -0.68 -3.58  -0.44
C: -0.67 -0.08 -2.71  -0.04
O: -2.72 -1.36 -2.71  -0.07
H: -3.34 -0.08 -4.97  0.08
H: -1.84 0.81 -5.13  0.09
H: -2.89 1.16 -3.76  0.08
H: -1.32 -1.43 -4.24  0.14
H: -1.12 0.43 -1.86  0.07
H: -0.15 0.66 -3.31  0.07
H: 0.05 -0.84 -2.42  0.08
H: -3.29 -1.92 -3.25  0.11
C: 2.38 -3.00 -1.91  -0.05
C: 3.67 -2.52 -1.24  -0.48
C: 4.73 -2.11 -2.25  -0.06
O: 3.41 -1.36 -0.45  -0.11
H: 2.15 -2.38 -2.78  0.07
H: 1.56 -2.85 -1.20  0.06
H: 2.43 -4.05 -2.20  0.08
H: 4.07 -3.31 -0.60  0.14
H: 4.31 -1.37 -2.93  0.08
H: 5.12 -2.94 -2.83  0.08
H: 5.53 -1.61 -1.71  0.08
H: 3.13 -1.68 0.44  0.00
C: -3.50 1.10 0.96  -0.04
C: -2.84 2.04 -0.01  -0.48
C: -3.34 3.47 0.22  -0.05
O: -1.43 2.01 0.17  -0.08
H: -4.59 1.07 0.89  0.08
H: -3.25 1.37 1.99  0.08
H: -3.13 0.08 0.82  0.06
H: -3.05 1.77 -1.05  0.13
H: -4.43 3.51 0.23  0.08
H: -3.01 4.16 -0.56  0.08
H: -2.96 3.80 1.19  0.08
H: -1.20 2.50 0.97  0.04
C: 0.92 1.70 4.21  -0.05
C: -0.39 2.32 3.80  -0.47
C: -0.92 3.33 4.80  -0.06
O: -0.26 2.94 2.51  -0.07
H: 1.68 2.46 4.43  0.09
H: 1.33 1.10 3.40  0.06
H: 0.80 1.04 5.07  0.09
H: -1.13 1.52 3.68  0.14
H: -1.13 2.86 5.76  0.08
H: -1.86 3.75 4.46  0.08
H: -0.19 4.13 4.94  0.08
H: 0.52 3.50 2.52  0.10
C: -1.51 -4.16 -0.32  -0.04
C: -2.15 -2.94 0.33  -0.45
C: -1.91 -2.90 1.82  -0.04
O: -1.61 -1.76 -0.28  -0.10
H: -0.46 -4.23 -0.02  0.08
H: -1.61 -4.12 -1.40  0.08
H: -1.97 -5.10 -0.02  0.08
H: -3.23 -2.97 0.15  0.14
H: -2.38 -2.00 2.24  0.08
H: -0.84 -2.85 2.06  0.06
H: -2.36 -3.75 2.33  0.09
H: -2.08 -1.62 -1.13  0.05
C: 3.46 2.33 -0.44  -0.05
C: 2.01 2.09 -0.82  -0.47
C: 1.78 2.33 -2.31  -0.05
O: 1.62 0.77 -0.45  -0.08
H: 3.64 1.98 0.58  0.08
H: 3.70 3.39 -0.55  0.08
H: 4.10 1.71 -1.07  0.09
H: 1.40 2.80 -0.26  0.13
H: 2.36 3.19 -2.63  0.08
H: 0.73 2.55 -2.50  0.07
H: 2.07 1.45 -2.89  0.08
H: 2.30 0.15 -0.77  0.07

Values from the calculation:
- E_tot: -1270.271575 hartree
- E_LUMO: 0.39 eV
- Frontier orbital gap: 9.6074 eV
- HOMO energy: -9.22 eV


Record 2
Here is a structure of composition C18H55N9O4P3Y at a distorted geometry from the Open Molecules 2025 dataset. Energies are from wB97M-V/def2-TZVPD.

Each line ends with the Löwdin charge.
Cartesian coordinates (Å):
Y: 0.33 1.84 3.75  2.01
O: 0.47 1.02 1.71  -0.40
H: 0.73 0.46 0.96  -0.01
O: -3.59 -4.66 -0.54  -0.32
P: -2.12 -5.01 -0.40  0.69
N: -1.22 -5.19 -1.93  -0.33
C: -1.99 -5.50 -3.13  -0.09
C: 0.04 -4.57 -2.16  -0.16
N: -1.85 -6.48 0.45  -0.31
C: -0.89 -7.50 0.02  -0.13
C: -2.93 -7.02 1.30  -0.10
N: -1.26 -3.76 0.50  -0.32
C: -1.49 -2.32 0.14  -0.09
C: -0.14 -4.07 1.29  -0.16
H: -1.31 -5.30 -3.96  0.09
H: -2.79 -4.76 -3.20  0.07
H: -2.36 -6.50 -2.95  0.09
H: -0.01 -3.70 -2.81  0.08
H: 0.73 -5.31 -2.57  0.09
H: 0.49 -4.38 -1.19  0.05
H: -0.60 -8.10 0.88  0.07
H: -1.33 -8.28 -0.60  0.09
H: 0.09 -7.09 -0.23  0.07
H: -2.67 -7.93 1.85  0.08
H: -3.09 -6.32 2.12  0.07
H: -3.83 -7.12 0.70  0.08
H: -1.07 -1.58 0.81  0.04
H: -0.95 -2.07 -0.77  0.06
H: -2.56 -2.13 -0.02  0.08
H: 0.30 -4.98 0.89  0.07
H: -0.43 -4.15 2.34  0.08
H: 0.47 -3.19 1.12  0.06
O: -1.18 3.36 3.08  -0.43
P: -2.09 3.89 2.02  0.60
N: -3.63 4.32 2.48  -0.28
C: -4.78 4.15 1.57  -0.10
C: -3.98 5.04 3.76  -0.05
N: -2.29 2.65 0.87  -0.27
C: -1.43 2.56 -0.41  -0.05
C: -2.79 1.30 1.36  -0.10
N: -1.52 5.18 1.11  -0.27
C: -0.25 5.87 1.59  -0.06
C: -2.22 5.99 0.12  -0.10
H: -4.93 5.07 1.00  0.09
H: -5.78 3.80 1.85  0.10
H: -4.61 3.34 0.87  0.07
H: -5.05 4.95 3.91  0.09
H: -3.76 6.10 3.64  0.09
H: -3.48 4.62 4.64  0.07
H: -1.16 1.53 -0.67  0.07
H: -2.01 2.98 -1.23  0.08
H: -0.45 3.03 -0.38  0.07
H: -3.23 1.35 2.36  0.08
H: -3.50 0.90 0.64  0.10
H: -1.98 0.60 1.51  0.03
H: -0.39 6.64 2.35  0.09
H: 0.24 5.16 2.26  0.04
H: 0.31 6.26 0.74  0.10
H: -2.97 5.37 -0.38  0.08
H: -1.55 6.33 -0.67  0.09
H: -2.69 6.93 0.40  0.10
O: 5.67 0.56 -2.36  -0.28
P: 4.42 0.73 -1.58  0.55
N: 3.17 1.33 -2.56  -0.28
C: 3.21 2.74 -3.15  -0.06
C: 2.36 0.40 -3.41  -0.11
N: 4.62 1.98 -0.41  -0.29
C: 5.80 2.83 -0.46  -0.11
C: 3.51 2.25 0.54  -0.12
N: 3.97 -0.60 -0.67  -0.27
C: 2.65 -0.89 -0.23  -0.18
C: 4.83 -1.74 -0.19  -0.06
H: 3.92 3.39 -2.64  0.07
H: 2.21 3.16 -3.05  0.07
H: 3.39 2.75 -4.23  0.09
H: 1.38 0.71 -3.74  0.07
H: 2.12 -0.57 -2.97  0.06
H: 2.89 0.27 -4.36  0.09
H: 5.52 3.87 -0.32  0.07
H: 6.46 2.68 0.39  0.08
H: 6.28 2.61 -1.42  0.08
H: 3.73 3.12 1.15  0.07
H: 2.56 2.30 -0.01  0.05
H: 3.29 1.52 1.32  0.03
H: 2.31 -1.91 -0.43  0.09
H: 2.59 -0.63 0.83  0.06
H: 1.93 -0.24 -0.72  0.06
H: 4.57 -2.67 -0.69  0.09
H: 4.72 -2.05 0.85  0.08
H: 5.90 -1.52 -0.27  0.09

Values from the calculation:
- Total charge: +2
- E_tot: -2574.416926 hartree
- E_LUMO: -9.75 eV
- Frontier orbital gap: 2.0523 eV
- HOMO energy: -11.81 eV


Record 3
Here is a structure of composition C18H56AsCsF6N4O10 at a distorted geometry from the Open Molecules 2025 dataset. Energies are from wB97M-V/def2-TZVPD.

Each line ends with the Löwdin charge.
Cartesian coordinates (Å):
Cs: 2.98 -2.66 1.44  1.01
As: -0.06 -0.10 0.26  0.98
F: -1.22 -1.13 1.13  -0.26
F: 0.90 0.17 1.79  -0.29
F: 1.11 0.87 -0.65  -0.25
F: -1.09 -0.36 -1.19  -0.28
F: -1.06 1.38 0.61  -0.26
F: 0.92 -1.56 -0.22  -0.41
C: -1.53 4.52 -1.14  -0.16
O: -2.63 4.46 -2.03  -0.15
H: -1.66 3.65 -0.49  0.06
H: -0.55 4.41 -1.60  0.06
H: -1.58 5.50 -0.67  0.08
H: -2.67 3.69 -2.60  -0.01
C: -3.10 -0.04 3.61  -0.14
O: -3.69 1.25 3.88  -0.11
H: -3.30 -0.36 2.59  0.05
H: -2.03 -0.04 3.84  0.06
H: -3.55 -0.76 4.29  0.07
H: -4.63 1.10 3.74  0.07
C: -0.76 -4.63 2.10  -0.12
O: -0.03 -3.47 1.67  -0.25
H: -1.24 -4.41 3.05  0.08
H: -1.43 -4.96 1.31  0.07
H: -0.15 -5.52 2.25  0.08
H: -0.67 -2.76 1.54  0.01
C: -4.26 -2.85 2.16  -0.19
O: -4.42 -4.10 1.60  -0.11
H: -3.21 -2.76 2.43  0.05
H: -4.45 -2.06 1.43  0.07
H: -4.89 -2.76 3.04  0.09
H: -4.38 -4.74 2.32  0.08
C: -1.90 1.90 -4.52  -0.76
O: -2.60 2.42 -3.68  0.05
N: -0.97 1.00 -4.24  0.18
N: -2.00 2.04 -5.78  0.19
H: -1.04 0.71 -3.27  0.09
H: -0.47 0.47 -4.94  0.11
H: -1.26 1.67 -6.36  0.12
H: -2.50 2.86 -6.09  0.14
C: -4.55 0.31 -0.58  -0.84
O: -5.74 0.20 -0.30  0.01
N: -3.87 -0.76 -0.88  0.17
N: -3.95 1.36 -0.85  0.21
H: -4.38 -1.63 -0.79  0.11
H: -2.87 -0.80 -0.97  0.05
H: -3.08 1.26 -1.36  0.09
H: -4.55 2.17 -0.82  0.14
C: 2.18 -0.11 5.68  -0.05
C: 1.74 -1.54 5.43  -0.48
C: 0.38 -1.63 4.71  -0.03
O: 2.77 -2.07 4.64  -0.15
H: 2.94 -0.04 6.45  0.08
H: 1.37 0.45 6.16  0.08
H: 2.44 0.40 4.75  0.08
H: 1.82 -2.16 6.32  0.14
H: 0.37 -1.12 3.75  0.06
H: -0.47 -1.14 5.20  0.08
H: 0.08 -2.66 4.56  0.07
H: 3.60 -2.14 5.12  0.10
C: 4.95 4.00 0.59  -0.05
C: 5.20 2.52 0.91  -0.47
C: 4.04 1.97 1.73  -0.06
O: 5.44 1.82 -0.31  -0.05
H: 4.18 4.13 -0.17  0.06
H: 5.77 4.60 0.20  0.08
H: 4.48 4.55 1.41  0.07
H: 6.05 2.40 1.58  0.13
H: 3.75 2.59 2.57  0.08
H: 4.15 0.98 2.16  0.06
H: 3.19 1.99 1.04  0.07
H: 4.65 2.03 -0.82  0.03
C: -1.88 -3.55 -1.67  -0.03
C: -0.94 -3.69 -2.89  -0.51
C: 0.34 -4.37 -2.49  -0.06
O: -1.48 -4.44 -3.93  -0.03
H: -2.90 -3.32 -2.00  0.08
H: -1.60 -2.86 -0.88  0.05
H: -1.96 -4.51 -1.16  0.08
H: -0.65 -2.73 -3.32  0.13
H: 0.79 -3.82 -1.66  0.06
H: 1.04 -4.31 -3.33  0.08
H: 0.19 -5.42 -2.25  0.09
H: -1.85 -5.20 -3.48  0.09
C: 3.67 4.18 -3.35  -0.06
C: 2.93 2.86 -3.17  -0.43
C: 3.51 1.83 -4.14  -0.06
O: 3.08 2.32 -1.80  -0.09
H: 3.44 4.62 -4.32  0.08
H: 4.74 3.98 -3.27  0.08
H: 3.31 4.87 -2.59  0.08
H: 1.88 3.09 -3.32  0.13
H: 3.12 0.83 -3.93  0.07
H: 4.59 1.74 -4.06  0.08
H: 3.31 2.09 -5.17  0.08
H: 2.30 1.82 -1.55  0.04

Values from the calculation:
- E_tot: -4546.054964 hartree
- E_LUMO: -0.82 eV
- Frontier orbital gap: 7.8199 eV
- HOMO energy: -8.64 eV


> The highest E_tot belongs to which entry?

C18H55BO7


Copy entry 1 word for word.
Here is a cluster of 8 separate species, C18H55BO7 in total from the Open Molecules 2025 dataset. Energies are from wB97M-V/def2-TZVPD.

Each line ends with the Löwdin charge.
Cartesian coordinates (Å):
O: -0.15 -0.27 1.20  0.10
H: -0.72 -0.91 0.70  0.06
H: 0.69 -0.81 1.55  0.02
H: 0.18 0.41 0.57  0.09
B: 1.89 -2.02 2.17  -0.35
H: 1.44 -2.72 3.05  -0.02
H: 1.27 -2.26 1.15  -0.01
H: 1.76 -0.86 2.52  -0.01
H: 3.05 -2.30 2.00  0.00
C: -2.51 0.36 -4.40  -0.05
C: -1.78 -0.68 -3.58  -0.44
C: -0.67 -0.08 -2.71  -0.04
O: -2.72 -1.36 -2.71  -0.07
H: -3.34 -0.08 -4.97  0.08
H: -1.84 0.81 -5.13  0.09
H: -2.89 1.16 -3.76  0.08
H: -1.32 -1.43 -4.24  0.14
H: -1.12 0.43 -1.86  0.07
H: -0.15 0.66 -3.31  0.07
H: 0.05 -0.84 -2.42  0.08
H: -3.29 -1.92 -3.25  0.11
C: 2.38 -3.00 -1.91  -0.05
C: 3.67 -2.52 -1.24  -0.48
C: 4.73 -2.11 -2.25  -0.06
O: 3.41 -1.36 -0.45  -0.11
H: 2.15 -2.38 -2.78  0.07
H: 1.56 -2.85 -1.20  0.06
H: 2.43 -4.05 -2.20  0.08
H: 4.07 -3.31 -0.60  0.14
H: 4.31 -1.37 -2.93  0.08
H: 5.12 -2.94 -2.83  0.08
H: 5.53 -1.61 -1.71  0.08
H: 3.13 -1.68 0.44  0.00
C: -3.50 1.10 0.96  -0.04
C: -2.84 2.04 -0.01  -0.48
C: -3.34 3.47 0.22  -0.05
O: -1.43 2.01 0.17  -0.08
H: -4.59 1.07 0.89  0.08
H: -3.25 1.37 1.99  0.08
H: -3.13 0.08 0.82  0.06
H: -3.05 1.77 -1.05  0.13
H: -4.43 3.51 0.23  0.08
H: -3.01 4.16 -0.56  0.08
H: -2.96 3.80 1.19  0.08
H: -1.20 2.50 0.97  0.04
C: 0.92 1.70 4.21  -0.05
C: -0.39 2.32 3.80  -0.47
C: -0.92 3.33 4.80  -0.06
O: -0.26 2.94 2.51  -0.07
H: 1.68 2.46 4.43  0.09
H: 1.33 1.10 3.40  0.06
H: 0.80 1.04 5.07  0.09
H: -1.13 1.52 3.68  0.14
H: -1.13 2.86 5.76  0.08
H: -1.86 3.75 4.46  0.08
H: -0.19 4.13 4.94  0.08
H: 0.52 3.50 2.52  0.10
C: -1.51 -4.16 -0.32  -0.04
C: -2.15 -2.94 0.33  -0.45
C: -1.91 -2.90 1.82  -0.04
O: -1.61 -1.76 -0.28  -0.10
H: -0.46 -4.23 -0.02  0.08
H: -1.61 -4.12 -1.40  0.08
H: -1.97 -5.10 -0.02  0.08
H: -3.23 -2.97 0.15  0.14
H: -2.38 -2.00 2.24  0.08
H: -0.84 -2.85 2.06  0.06
H: -2.36 -3.75 2.33  0.09
H: -2.08 -1.62 -1.13  0.05
C: 3.46 2.33 -0.44  -0.05
C: 2.01 2.09 -0.82  -0.47
C: 1.78 2.33 -2.31  -0.05
O: 1.62 0.77 -0.45  -0.08
H: 3.64 1.98 0.58  0.08
H: 3.70 3.39 -0.55  0.08
H: 4.10 1.71 -1.07  0.09
H: 1.40 2.80 -0.26  0.13
H: 2.36 3.19 -2.63  0.08
H: 0.73 2.55 -2.50  0.07
H: 2.07 1.45 -2.89  0.08
H: 2.30 0.15 -0.77  0.07

Values from the calculation:
- E_tot: -1270.271575 hartree
- E_LUMO: 0.39 eV
- Frontier orbital gap: 9.6074 eV
- HOMO energy: -9.22 eV


> Which of these has the highest E_tot?

C18H55BO7


> What is the HOMO energy in the second record?

-11.81 eV